C4H6F36Na4O3P6 | wB97M-V/def2-TZVPD

## Properties
DFT total energy = -181660.1503 eV
gap between HOMO and LUMO = 5.818 eV
net charge = -2
highest occupied orbital energy = -4.62 eV

The geometry in XYZ format:
```
59
C4H6F36Na4O3P6 wB97M-V/def2-TZVPD
Na 0.6577 2.3660 3.5966
Na 0.5385 0.3015 -0.7992
Na 3.3448 -3.2920 0.4366
Na 4.8282 0.4790 1.6632
P 1.6816 -0.9529 2.2629
F 2.8684 -1.3505 3.2391
F 1.4766 -2.5043 1.8012
F 0.5945 -1.0652 3.4485
F 0.5081 -0.4342 1.3435
F 2.1469 0.6066 2.5677
F 2.5977 -0.9547 0.9637
P -0.4858 3.3836 0.4214
F 0.5475 2.5222 1.3380
F -1.7182 2.3391 0.6265
F -1.0673 4.3408 1.6541
F -1.4719 4.2154 -0.6387
F 0.6787 4.4281 0.1938
F 0.0113 2.5781 -0.9134
P -2.6428 -0.9093 -1.7256
F -1.5693 -1.2150 -2.8883
F -3.3257 -2.3454 -2.0641
F -1.6278 -1.7074 -0.7983
F -3.7295 -0.5285 -0.6360
F -1.9842 0.4749 -1.4921
F -3.6528 -0.2377 -2.8184
P 1.9745 -2.8028 -2.4284
F 2.9165 -1.8892 -1.5164
F 3.1828 -3.2217 -3.4252
F 2.2812 -4.2659 -1.6704
F 0.8795 -3.6053 -3.3282
F 0.7408 -2.5037 -1.4302
F 1.5544 -1.3881 -3.1458
P 3.7979 2.1250 -1.1357
F 3.4054 1.2334 -2.4616
F 2.5458 1.4905 -0.3667
F 4.5996 0.8661 -0.5920
F 4.2636 2.8923 0.2240
F 5.0923 2.6047 -1.9334
F 2.9575 3.3378 -1.8164
P 0.3914 1.8819 -4.3969
F -0.0238 0.3440 -4.9178
F -0.0589 2.6205 -5.7939
F -1.1192 2.1324 -3.7696
F 0.8169 3.4133 -3.8806
F 0.8369 1.2059 -2.9599
F 1.9050 1.6765 -4.8935
C -4.0422 -2.3712 4.4504
C -2.8755 -1.9141 3.5928
C -3.4499 -1.3736 2.3658
O -3.0072 -0.0510 2.2700
C -2.1428 0.1888 3.2917
O -1.5025 1.2315 3.3638
O -2.2043 -0.8476 4.1943
H -4.5400 -1.4784 4.8287
H -3.7723 -3.0400 5.2677
H -4.7770 -2.9724 3.9150
H -2.2230 -2.7661 3.4023
H -4.5384 -1.3892 2.4217
H -3.0700 -1.9026 1.4917
```